# 1
ORCA calculation (the ωB97M-V functional and the def2-TZVPD basis) on 13 unconnected molecules or ions with the total composition C97H215N13O13.

As for the energy relative to the best compared isomer or geometry (same formula, charge and spin): 178.8 kJ/mol. As for the gap between HOMO and LUMO: 8.552 eV. The LUMO energy comes out at 0.01613 Ha. As for the highest occupied orbital energy: -8.11 eV. Its multiplicity is 1.

Cartesian coordinates (Å):
1 C 25.156 17.992 21.326
2 C 24.593 18.590 20.059
3 C 25.433 18.221 18.836
4 C 24.864 18.603 17.486
5 C 23.460 18.021 17.300
6 C 22.555 18.422 18.446
7 N 23.283 18.040 19.681
8 O 22.312 18.121 20.740
9 C 22.174 19.930 18.289
10 C 21.202 17.705 18.398
11 C 24.623 20.074 20.342
12 H 24.441 18.100 22.185
13 H 26.122 18.328 21.515
14 H 25.182 16.885 21.166
15 H 26.419 18.700 18.907
16 H 25.595 17.090 18.940
17 H 25.519 18.178 16.705
18 H 24.938 19.700 17.248
19 H 23.390 16.962 17.336
20 H 22.927 18.396 16.389
21 H 23.023 20.588 18.095
22 H 21.446 19.984 17.501
23 H 21.772 20.239 19.286
24 H 20.488 18.106 19.172
25 H 20.703 17.937 17.410
26 H 21.453 16.577 18.470
27 H 24.431 20.655 19.472
28 H 25.666 20.369 20.592
29 H 23.870 20.257 21.186
30 H 22.350 17.272 21.172
31 C 22.187 12.363 15.350
32 C 20.843 12.551 16.110
33 C 20.816 14.003 16.681
34 C 19.461 14.479 17.160
35 C 18.430 14.235 16.031
36 C 18.379 12.769 15.613
37 N 19.764 12.442 15.197
38 O 19.814 11.137 14.579
39 C 17.718 11.857 16.677
40 C 17.411 12.670 14.392
41 C 20.830 11.564 17.336
42 H 22.268 13.039 14.518
43 H 22.245 11.284 14.988
44 H 23.063 12.416 16.019
45 H 21.578 14.045 17.544
46 H 21.227 14.623 15.860
47 H 19.431 15.537 17.618
48 H 19.256 13.903 18.025
49 H 18.679 14.832 15.139
50 H 17.473 14.607 16.418
51 H 18.191 12.086 17.642
52 H 16.634 12.062 16.699
53 H 17.788 10.766 16.491
54 H 16.628 13.378 14.747
55 H 17.700 12.906 13.359
56 H 16.905 11.688 14.351
57 H 20.959 10.495 16.972
58 H 19.913 11.519 17.977
59 H 21.818 11.744 17.929
60 H 19.732 10.475 15.270
61 C 18.529 23.332 15.348
62 C 17.465 22.264 14.997
63 C 17.789 20.854 15.484
64 C 17.708 20.635 16.982
65 C 16.327 21.085 17.394
66 C 15.937 22.501 17.019
67 N 16.064 22.564 15.550
68 O 15.500 23.817 15.095
69 C 14.440 22.725 17.263
70 C 16.753 23.512 17.794
71 C 17.297 22.154 13.438
72 H 18.195 24.327 15.066
73 H 19.449 23.176 14.720
74 H 18.948 23.255 16.386
75 H 17.004 20.198 15.030
76 H 18.761 20.542 14.973
77 H 18.447 21.318 17.440
78 H 17.987 19.658 17.336
79 H 16.143 20.953 18.474
80 H 15.580 20.481 16.857
81 H 14.123 23.779 17.098
82 H 13.930 22.008 16.593
83 H 14.109 22.393 18.282
84 H 16.420 23.534 18.787
85 H 17.809 23.446 17.818
86 H 16.514 24.541 17.510
87 H 18.258 21.908 12.947
88 H 16.957 23.132 13.062
89 H 16.566 21.363 13.122
90 H 16.234 24.437 15.147
91 C 21.281 14.321 11.588
92 C 20.521 15.618 11.397
93 C 19.023 15.326 11.749
94 C 18.290 16.630 12.030
95 C 18.970 17.525 12.985
96 C 20.407 17.880 12.607
97 N 21.091 16.564 12.369
98 O 22.461 16.766 12.038
99 C 20.510 18.893 11.417
100 C 21.030 18.610 13.780
101 C 20.490 16.063 9.914
102 H 20.718 13.377 11.396
103 H 21.503 14.258 12.651
104 H 22.265 14.262 11.058
105 H 18.625 14.871 10.831
106 H 18.934 14.666 12.575
107 H 17.269 16.479 12.210
108 H 18.234 17.318 11.179
109 H 18.992 17.134 14.007
110 H 18.399 18.440 12.996
111 H 20.333 19.921 11.784
112 H 21.523 18.728 11.019
113 H 19.749 18.698 10.666
114 H 22.087 18.951 13.589
115 H 20.359 19.385 14.166
116 H 21.221 17.849 14.544
117 H 21.510 16.136 9.421
118 H 20.147 17.070 9.897
119 H 19.818 15.405 9.406
120 H 22.920 16.255 12.724
121 C 17.246 18.180 26.773
122 C 17.206 17.794 25.338
123 C 18.291 18.636 24.572
124 C 19.730 18.206 24.826
125 C 19.854 16.743 24.499
126 C 18.883 15.805 25.165
127 N 17.495 16.332 25.075
128 O 16.562 15.550 25.748
129 C 18.823 14.452 24.429
130 C 19.355 15.547 26.672
131 C 15.808 18.109 24.836
132 H 16.975 19.223 26.874
133 H 18.281 18.081 27.181
134 H 16.652 17.492 27.406
135 H 18.008 18.467 23.537
136 H 18.312 19.631 24.936
137 H 19.986 18.521 25.846
138 H 20.396 18.777 24.148
139 H 20.862 16.414 24.801
140 H 19.711 16.691 23.405
141 H 19.796 13.948 24.490
142 H 18.031 13.762 24.712
143 H 18.713 14.732 23.373
144 H 19.832 16.481 26.965
145 H 18.473 15.357 27.334
146 H 20.073 14.744 26.799
147 H 15.447 17.435 24.045
148 H 15.639 19.158 24.582
149 H 15.145 17.955 25.739
150 H 16.784 15.555 26.672
151 C 15.007 14.892 22.573
152 C 15.169 13.747 21.580
153 C 16.456 14.130 20.822
154 C 16.834 12.982 19.885
155 C 17.094 11.718 20.705
156 C 15.932 11.258 21.603
157 N 15.513 12.498 22.256
158 O 14.369 12.137 23.110
159 C 14.820 10.573 20.767
160 C 16.509 10.279 22.645
161 C 13.873 13.689 20.798
162 H 15.337 15.844 22.120
163 H 15.801 14.727 23.322
164 H 14.023 15.087 23.011
165 H 16.289 15.052 20.252
166 H 17.280 14.314 21.508
167 H 17.764 13.140 19.325
168 H 16.023 12.808 19.117
169 H 17.956 11.793 21.323
170 H 17.372 10.907 20.026
171 H 15.078 9.504 20.718
172 H 13.924 10.693 21.328
173 H 14.781 10.965 19.810
174 H 17.203 9.682 22.076
175 H 17.170 10.864 23.257
176 H 15.730 9.624 23.151
177 H 13.861 13.108 19.834
178 H 13.675 14.658 20.428
179 H 13.048 13.469 21.437
180 H 14.670 12.742 23.812
181 C 13.353 18.634 21.674
182 C 12.264 19.587 21.159
183 C 12.694 20.370 19.923
184 C 12.433 19.613 18.645
185 C 11.095 18.931 18.494
186 C 10.715 18.122 19.704
187 N 10.962 19.000 20.934
188 O 10.568 18.278 22.075
189 C 9.172 17.828 19.569
190 C 11.424 16.786 19.779
191 C 12.095 20.657 22.318
192 H 14.232 19.228 21.985
193 H 13.717 17.990 20.873
194 H 12.949 18.005 22.467
195 H 12.157 21.343 19.903
196 H 13.755 20.576 20.071
197 H 13.078 18.736 18.565
198 H 12.612 20.177 17.707
199 H 11.198 18.159 17.699
200 H 10.298 19.646 18.248
201 H 8.956 17.269 18.659
202 H 8.860 17.209 20.417
203 H 8.606 18.685 19.509
204 H 12.415 16.820 19.369
205 H 11.424 16.216 20.708
206 H 10.840 16.147 19.099
207 H 13.084 21.123 22.472
208 H 11.881 20.125 23.269
209 H 11.349 21.402 21.985
210 H 9.642 18.543 22.288
211 C 12.983 24.441 22.853
212 C 14.271 24.409 23.680
213 C 13.985 23.960 25.110
214 C 15.270 23.534 25.775
215 C 16.034 22.469 25.031
216 C 16.311 22.733 23.620
217 N 15.052 23.364 23.070
218 O 15.394 23.719 21.728
219 C 17.513 23.653 23.366
220 C 16.437 21.517 22.798
221 C 14.791 25.894 23.820
222 H 13.306 25.055 21.930
223 H 12.249 24.986 23.336
224 H 12.675 23.433 22.587
225 H 13.525 24.780 25.628
226 H 13.306 23.128 25.075
227 H 15.065 23.106 26.761
228 H 15.995 24.401 25.948
229 H 15.429 21.559 24.988
230 H 17.014 22.261 25.511
231 H 18.450 23.107 23.506
232 H 17.558 23.995 22.389
233 H 17.544 24.455 24.081
234 H 17.362 20.934 23.087
235 H 15.582 20.848 22.861
236 H 16.687 21.699 21.696
237 H 15.685 26.111 24.438
238 H 13.944 26.513 24.147
239 H 15.082 26.367 22.875
240 H 14.704 23.266 21.227
241 C 12.702 20.210 14.878
242 C 12.054 19.147 14.041
243 C 11.680 19.623 12.661
244 C 12.753 19.776 11.571
245 C 13.457 18.479 11.548
246 C 13.983 17.880 12.841
247 N 12.886 17.927 13.860
248 O 13.523 17.463 15.063
249 C 14.393 16.389 12.647
250 C 15.219 18.651 13.269
251 C 10.732 18.708 14.682
252 H 12.913 21.121 14.301
253 H 13.612 19.854 15.356
254 H 12.014 20.571 15.620
255 H 11.031 18.796 12.269
256 H 10.961 20.444 12.859
257 H 13.418 20.641 11.779
258 H 12.329 19.918 10.548
259 H 14.265 18.577 10.833
260 H 12.763 17.777 11.044
261 H 13.531 15.745 12.288
262 H 15.182 16.376 11.917
263 H 14.834 15.942 13.522
264 H 16.122 18.317 12.795
265 H 15.118 19.783 13.234
266 H 15.247 18.433 14.332
267 H 10.103 19.550 14.558
268 H 10.859 18.411 15.771
269 H 10.400 17.788 14.197
270 H 13.135 16.580 15.225
271 C 10.671 14.406 14.085
272 C 10.942 14.831 15.574
273 C 10.165 13.920 16.529
274 O 10.045 14.574 17.764
275 C 9.227 13.879 18.635
276 N 12.368 14.807 15.891
277 H 9.617 14.473 13.767
278 H 11.135 13.428 13.828
279 H 11.239 15.076 13.432
280 H 10.596 15.843 15.760
281 H 10.667 12.871 16.636
282 H 9.181 13.691 16.164
283 H 9.099 14.352 19.601
284 H 9.725 12.943 18.929
285 H 8.205 13.706 18.209
286 H 12.442 14.746 16.931
287 H 12.837 14.019 15.551
288 C 21.177 13.767 20.347
289 C 22.444 13.899 21.236
290 C 23.660 13.926 20.450
291 O 24.780 14.009 21.270
292 C 26.044 13.952 20.696
293 N 22.364 15.166 21.937
294 H 21.304 14.474 19.520
295 H 20.371 14.091 20.955
296 H 20.898 12.762 20.000
297 H 22.551 13.118 21.994
298 H 23.676 14.845 19.831
299 H 23.708 13.076 19.679
300 H 26.230 14.757 19.975
301 H 26.038 12.979 20.139
302 H 26.748 13.977 21.523
303 H 23.230 15.339 22.433
304 H 21.634 15.197 22.646
305 C 22.537 24.205 22.423
306 C 21.727 23.100 23.071
307 C 20.903 22.472 22.006
308 O 20.287 21.346 22.533
309 C 19.674 20.433 21.693
310 N 22.662 22.203 23.788
311 H 23.373 23.757 21.852
312 H 23.134 24.698 23.242
313 H 22.029 24.947 21.845
314 H 21.066 23.496 23.854
315 H 21.555 22.105 21.149
316 H 20.184 23.170 21.564
317 H 20.415 19.661 21.466
318 H 19.424 20.877 20.706
319 H 18.773 20.030 22.125
320 H 22.284 21.303 24.110
321 H 23.373 21.884 23.145
322 C 14.892 16.453 17.961
323 C 16.030 17.514 17.781
324 C 17.256 17.345 18.654
325 O 16.953 17.291 20.045
326 C 18.138 16.923 20.808
327 N 16.530 17.300 16.408
328 H 15.003 15.631 17.235
329 H 13.956 16.898 17.591
330 H 14.793 16.090 19.006
331 H 15.622 18.535 17.910
332 H 18.060 18.067 18.399
333 H 17.694 16.413 18.292
334 H 17.796 16.664 21.840
335 H 18.896 17.689 20.689
336 H 18.544 15.985 20.419
337 H 15.745 17.191 15.825
338 H 17.123 18.032 15.976

***

# 2
ORCA calculation (the ωB97M-V functional and the def2-TZVPD basis) on a molecular structure, C9H10AuF2N4S.

As for the energy relative to the best compared isomer or geometry (same formula, charge and spin): 0.0 kJ/mol. As for the gap between HOMO and LUMO: 7.818 eV. The LUMO energy comes out at -0.16365 Ha. Its total charge is +1. As for the highest occupied orbital energy: -12.27 eV. Its multiplicity is 1.

Cartesian coordinates (Å):
1 Au -0.864 -1.046 0.866
2 C 2.185 0.405 -1.847
3 C 1.041 0.184 -0.922
4 N 0.596 -0.978 -0.599
5 N 1.137 -2.121 -1.094
6 C 0.592 -3.200 -0.597
7 N 1.031 -4.386 -1.022
8 S -0.698 -3.293 0.625
9 C 0.303 1.325 -0.322
10 C 0.595 2.633 -0.653
11 C -0.157 3.663 -0.101
12 C -1.190 3.356 0.761
13 C -1.426 2.027 1.073
14 N -0.694 1.041 0.559
15 H 2.586 -0.548 -2.175
16 H 2.970 0.973 -1.344
17 H 1.864 0.976 -2.720
18 H 1.748 -4.421 -1.728
19 H 0.677 -5.244 -0.640
20 H 1.400 2.846 -1.340
21 H 0.065 4.691 -0.352
22 H -1.810 4.123 1.200
23 H -2.210 1.742 1.755
24 F -2.322 0.005 3.000
25 C -2.270 -1.195 2.352
26 F -1.873 -2.118 3.252
27 H -3.277 -1.441 2.014

***

# 3
ORCA calculation (the ωB97M-V functional and the def2-TZVPD basis) on a molecular structure, C9H10B3F20LiO4.

As for the energy relative to the best compared isomer or geometry (same formula, charge and spin): 461.6 kJ/mol. As for the gap between HOMO and LUMO: 8.471 eV. The LUMO energy comes out at 0.11653 Ha. Its total charge is -2. As for the highest occupied orbital energy: -5.30 eV. Its multiplicity is 1.

Cartesian coordinates (Å):
1 Li -4.139 1.762 -28.683
2 B -2.528 -1.055 -28.036
3 F -1.278 -1.669 -28.040
4 F -2.503 0.124 -27.312
5 F -2.971 -0.673 -29.289
6 F -3.484 -1.886 -27.410
7 B -6.165 4.356 -25.393
8 F -5.521 3.400 -26.075
9 F -7.140 5.093 -26.037
10 F -6.703 3.786 -24.256
11 F -5.161 5.238 -24.865
12 B -1.780 5.460 -28.989
13 F -2.184 4.134 -29.134
14 F -2.903 6.210 -28.673
15 F -0.812 5.742 -28.080
16 F -1.395 5.908 -30.197
17 C -10.131 -0.712 -32.551
18 C -8.926 -0.121 -33.291
19 C -9.178 1.267 -33.773
20 O -8.184 2.031 -33.170
21 C -7.469 1.333 -32.300
22 O -6.505 1.668 -31.563
23 O -7.968 0.045 -32.283
24 H -10.250 -0.065 -31.682
25 H -9.995 -1.740 -32.215
26 H -10.978 -0.695 -33.237
27 H -8.601 -0.751 -34.119
28 H -10.161 1.655 -33.506
29 H -9.178 1.443 -34.849
30 C -11.522 1.535 -26.457
31 C -12.477 1.439 -27.618
32 C -13.917 2.014 -27.226
33 F -14.595 1.251 -26.367
34 F -13.909 3.089 -26.520
35 F -12.122 2.289 -28.603
36 F -12.599 0.240 -28.262
37 O -10.119 1.258 -26.818
38 C -9.618 -0.055 -26.627
39 C -9.229 -0.258 -25.200
40 F -10.061 -0.187 -24.151
41 F -8.496 -1.364 -25.057
42 F -10.492 -0.943 -27.113
43 F -8.557 -0.063 -27.417
44 H -11.797 0.815 -25.686
45 H -11.396 2.555 -26.093
46 H -14.535 2.240 -28.095
47 H -8.461 0.498 -25.035